(1)
# C8H12F2N

The ion C8H12F2N with charge +1 in a non-equilibrium geometry (the ωB97M-V functional and the def2-TZVPD basis, the Open Molecules 2025 dataset).

Geometry as XYZ:
```
23
Properties=species:S:1:pos:R:3:forces:R:3
C -0.0960 -0.6514 -0.0602 10.1 -1.4 -0.1
H 0.7777 0.9896 -1.9322 1.6 -0.9 0.2
C 1.5420 -0.8550 -0.1170 -7.2 -1.0 0.9
C -0.9849 -1.7873 -0.2953 0.1 0.2 1.1
C 1.8922 1.4643 0.6272 -1.3 -1.8 0.3
C 2.3843 0.2615 0.2040 0.0 1.4 -0.1
H -2.6082 -0.6643 0.8682 -0.4 2.1 -0.6
F 1.9692 -2.1521 -0.1838 -0.3 2.5 0.0
H -1.3369 0.7402 0.2718 -1.8 1.0 -0.6
H -1.3221 -1.6536 -1.2704 -1.1 -0.1 -2.1
N -0.4240 0.7705 -0.1181 3.3 0.6 0.7
H -0.9653 0.7047 -2.0371 1.2 0.9 -0.2
F 3.6661 0.1202 -0.0536 0.5 -0.2 0.1
C -0.1324 1.2652 -1.5065 -4.8 1.1 -1.7
H 0.1094 2.5388 0.9785 -0.9 2.0 -0.4
H 0.1211 1.0787 1.8210 0.0 -0.7 1.5
H 2.4234 2.3181 0.9997 0.8 0.0 -0.4
H -0.3866 -2.7883 -0.3118 -1.3 1.9 0.6
H -1.6001 -1.7560 1.7464 -1.5 -0.3 -1.4
C 0.4134 1.5523 0.9253 0.9 -2.4 -1.5
H -0.2606 2.3784 -1.7564 -0.2 -1.5 1.2
H -3.0461 -2.2911 0.4724 2.0 1.0 1.0
C -2.1357 -1.5836 0.7278 0.3 -4.4 1.2
```
Forces are in eV/Å.

The calculation puts the HOMO energy (spin up / spin down) at -12.66 / -12.83 eV. As for the LUMO energy (spin up / spin down): -4.7913 / -4.8653 eV. Its maximum force is 0.1985 Eh/bohr. The SMILES is CCC1=C(F)C(F)=CC[N@H+]1C. As for the relative energy (zero: lowest compared OMol25 entry of this formula, charge and spin): 212.9 kJ/mol. Its total charge is +1. As for the spin multiplicity: 1.

(2)
# C8H12F2N2Si

A structure of composition C8H12F2N2Si in a non-equilibrium geometry (the ωB97M-V functional and the def2-TZVPD basis, the Open Molecules 2025 dataset).

Geometry as XYZ:
```
25
Properties=species:S:1:pos:R:3:forces:R:3
H -1.0269 1.1942 -1.1975 -0.3 0.5 0.0
H 1.1671 1.8675 -1.9624 0.1 0.1 2.2
H -1.4862 0.5666 1.2580 -1.3 -0.9 -0.1
C 0.9098 2.0524 -0.8349 -2.8 -1.0 -3.6
C 0.0936 -0.3660 -0.6839 3.5 0.0 1.8
H -1.3093 2.2625 1.1109 -0.2 0.6 -0.2
C 1.8487 -0.7195 0.1442 -2.3 -3.5 -1.6
C 2.7329 -0.4094 -0.9409 1.5 0.9 -0.4
F -0.3177 -2.5682 1.2370 -0.5 1.1 -1.2
N 2.1394 0.3912 2.4252 0.2 -0.2 -0.5
C -2.7952 -1.4440 0.2819 0.8 -3.9 -1.7
H -2.9188 -0.5154 -0.1468 -1.1 2.0 -1.1
N 3.4813 -0.0861 -1.7605 -0.7 -0.4 0.5
C -0.2430 1.0965 -0.4394 -0.2 -0.4 -0.4
H -3.4525 -2.2982 -0.1608 1.1 1.7 0.3
H 0.5913 -0.4354 -1.6520 -0.9 -0.5 -0.3
H 0.5189 3.0461 -0.8426 -0.1 0.8 0.3
C -0.8161 1.3226 0.9528 -0.9 0.5 -1.7
H 1.9592 -1.8846 0.3511 -0.6 2.3 -0.5
H -3.0755 -1.4367 1.2884 0.0 0.2 1.7
H 1.6698 1.9469 -0.1615 2.4 0.0 1.4
F -0.6610 -2.9113 -1.2393 -0.6 0.6 0.6
H -0.1153 1.2198 1.6790 2.6 0.1 2.0
C 2.0714 -0.0886 1.3784 0.0 1.1 1.8
Si -0.9658 -1.8030 -0.0846 0.5 -1.7 0.8
```
Forces are in eV/Å.

The calculation puts the HOMO energy at -10.51 eV. As for the LUMO energy: -0.0401 eV. Its maximum force is 0.0909 Eh/bohr. As for the relative energy (zero: lowest compared OMol25 entry of this formula, charge and spin): 223.8 kJ/mol. As for the spin multiplicity: 1.

| no. | calculated total energy (Ha) |
| --- | --- |
| 1 | -566.09306 |
| 2 | -910.82197 |